{
  "formula": "C3H4LiLuO3",
  "method": "ωB97M-V/def2-TZVPD",
  "elements": ["C", "C", "H", "H", "H", "O", "C", "O", "O", "Lu", "Li", "H"],
  "xyz": [[-2.774, 0.471, -0.795], [-2.721, -0.859, -0.424], [-3.082, -0.421, -1.795], [-3.810, 0.682, -0.430], [-3.237, -1.109, 0.513], [-0.332, 0.972, 1.614], [0.725, 0.518, 1.082], [0.789, -0.258, 0.123], [1.859, 0.953, 1.533], [-0.988, 2.609, 2.907], [-0.559, -1.392, -0.551], [-2.187, 1.380, -0.636]],
  "mulliken_charge": [-0.228, -0.407, 0.398, 0.392, 0.383, -0.444, 0.749, -0.653, -0.456, 1.894, 0.979, 0.392],
  "e_homo_ev": [-19.70, -19.69],
  "charge": 3,
  "spin_multiplicity": 2,
  "e_above_lowest_ev": 6.319,
  "s_squared": 0.75
}

{
  "formula": "C3H4LiNaO4",
  "method": "ωB97M-V/def2-TZVPD",
  "elements": ["O", "C", "O", "Na", "O", "C", "C", "H", "H", "H", "H", "Li", "O"],
  "xyz": [[-1.041, -1.904, -0.123], [-1.352, -0.756, -0.567], [-2.062, -0.612, -1.567], [-3.020, -3.046, -1.517], [-0.717, 0.305, -0.027], [0.676, 0.491, -0.208], [1.294, 1.471, 0.757], [0.849, 0.521, -1.304], [1.897, 1.364, -0.460], [1.063, 2.519, 0.524], [1.308, 1.646, 1.848], [-0.158, -1.680, 1.557], [1.263, -0.319, 1.086]],
  "nbo_charge": [-0.923, 0.953, -0.719, 0.984, -0.557, 0.288, -0.642, 0.248, 0.302, 0.274, 0.333, 0.963, -0.504],
  "e_homo_ev": [-13.49, -13.39],
  "charge": 1,
  "spin_multiplicity": 2,
  "e_above_lowest_ev": 3.718,
  "s_squared": 0.76
}

{
  "formula": "C3H4LiNdO4",
  "method": "ωB97M-V/def2-TZVPD",
  "elements": ["H", "C", "C", "O", "H", "H", "O", "C", "O", "Nd", "H", "Li", "O"],
  "xyz": [[2.832, 2.493, -2.933], [1.936, 2.097, -3.414], [0.571, 2.560, -3.500], [0.983, 1.389, -2.694], [0.236, 3.402, -2.890], [-0.044, 2.281, -4.356], [-0.256, -0.710, 1.574], [-0.961, -1.585, 2.162], [-0.342, -2.256, 3.117], [0.414, 0.225, -0.577], [-1.136, -2.366, 3.787], [-3.423, -0.129, 2.022], [-2.157, -1.350, 2.476]],
  "nbo_charge": [0.251, 0.322, -0.114, -0.686, 0.245, 0.277, -0.919, 0.998, -0.596, 2.514, 0.549, 0.984, -0.825],
  "e_homo_ev": [-20.61, -21.27],
  "charge": 3,
  "spin_multiplicity": 5,
  "e_above_lowest_ev": 5.664,
  "s_squared": 6.03
}

{
  "formula": "C3H4LiO2Sn",
  "method": "ωB97M-V/def2-TZVPD",
  "elements": ["O", "Li", "C", "O", "C", "C", "H", "H", "H", "Sn", "H"],
  "xyz": [[-0.935, -1.717, 0.035], [0.500, -2.029, -1.111], [-1.242, -0.675, 0.633], [-0.729, 0.489, 0.102], [0.145, 0.453, -0.969], [1.405, 0.901, -0.881], [-0.334, 0.151, -1.906], [2.029, 0.912, -1.777], [1.752, 1.476, -0.021], [-2.016, -0.356, 2.579], [-0.575, 0.396, 3.317]],
  "nbo_charge": [-0.856, 0.954, 0.423, -0.552, 0.046, -0.446, 0.179, 0.208, 0.239, 0.108, -0.304],
  "e_homo_ev": [-4.97, -6.53],
  "charge": 0,
  "spin_multiplicity": 2,
  "s_squared": 0.75
}

{
  "formula": "C3H4LiO3Yb",
  "method": "ωB97M-V/def2-TZVPD",
  "elements": ["H", "C", "C", "O", "C", "O", "Yb", "O", "H", "H", "H", "Li"],
  "xyz": [[1.356, 2.257, 0.472], [1.089, 1.415, -0.198], [-0.402, 1.391, -0.318], [-0.999, 0.338, 0.122], [-1.710, -1.992, -0.297], [-2.412, -2.450, 0.730], [0.273, -1.213, 1.154], [1.638, 0.209, 0.241], [1.454, 1.692, -1.208], [-0.777, 1.723, -1.303], [-2.904, -3.256, 0.508], [3.393, -0.114, 0.097]],
  "nbo_charge": [0.235, -0.192, 0.461, -0.676, 0.255, -0.704, 1.751, -1.110, 0.230, 0.213, 0.552, 0.986],
  "e_homo_ev": [-16.04, -16.51],
  "charge": 2,
  "spin_multiplicity": 2,
  "e_above_lowest_ev": 2.700,
  "s_squared": 0.75
}

{
  "formula": "C3H4LiO5Pt",
  "method": "ωB97M-V/def2-TZVPD",
  "elements": ["O", "C", "C", "O", "H", "H", "H", "Pt", "O", "C", "O", "O", "Li", "H"],
  "xyz": [[-2.254, -1.400, 0.941], [-1.202, -0.488, 0.844], [-1.516, 0.721, 0.050], [-0.704, 1.609, -0.208], [-2.800, -1.198, 1.706], [-0.770, -0.203, 1.818], [-2.470, 0.700, -0.514], [0.990, 1.927, 0.300], [0.601, -0.635, -1.451], [1.773, -0.268, -1.198], [1.996, 0.735, -0.347], [2.828, -0.863, -1.595], [3.866, 0.309, -0.508], [-0.340, -0.945, 0.163]],
  "nbo_charge": [-0.697, -0.234, 0.423, -0.628, 0.473, 0.198, 0.164, 0.552, -0.720, 0.914, -0.855, -0.838, 0.952, 0.298],
  "e_homo_ev": [-6.06, -9.56],
  "charge": 0,
  "spin_multiplicity": 4,
  "s_squared": 3.76
}

{
  "formula": "C3H4MgO4Tl",
  "method": "ωB97M-V/def2-TZVPD",
  "elements": ["O", "O", "C", "C", "O", "C", "H", "H", "H", "H", "O", "Mg", "Tl"],
  "xyz": [[0.001, 0.147, -0.936], [-1.534, -0.023, 1.247], [-1.728, -1.247, 1.883], [-0.555, -2.157, 1.499], [-0.151, -1.775, 0.184], [0.368, -0.512, 0.134], [-1.740, -1.138, 2.984], [-2.677, -1.743, 1.604], [-0.825, -3.220, 1.482], [0.292, -1.989, 2.181], [1.456, -0.239, 0.696], [-2.002, 0.485, -0.604], [2.298, 1.448, -1.097]],
  "nbo_charge": [-0.998, -1.050, -0.075, -0.099, -0.542, 1.016, 0.156, 0.137, 0.190, 0.183, -0.790, 0.970, 0.902],
  "e_homo_ev": [-5.65, -8.83],
  "charge": 0,
  "spin_multiplicity": 2,
  "e_above_lowest_ev": 0.000,
  "s_squared": 0.75
}

{
  "formula": "C3H4N",
  "method": "ωB97M-V/def2-TZVPD",
  "elements": ["C", "C", "C", "N", "H", "H", "H", "H"],
  "xyz": [[0.810, 1.077, -0.079], [-0.283, 1.226, 0.741], [-0.593, -0.264, 0.630], [0.414, -0.235, -0.499], [1.491, 1.806, -0.421], [-0.103, -0.677, 1.442], [-1.575, -0.728, 0.671], [0.209, -0.321, -1.579]],
  "nbo_charge": [-0.070, 0.400, -0.308, -0.299, 0.275, 0.250, 0.285, 0.467],
  "e_homo_ev": [-16.36, -16.83],
  "charge": 1,
  "spin_multiplicity": 1,
  "e_above_lowest_ev": 3.670
}

{
  "formula": "C3H4N2",
  "method": "ωB97M-V/def2-TZVPD",
  "elements": ["C", "C", "N", "C", "N", "H", "H", "H", "H"],
  "xyz": [[0.929, -0.670, 0.498], [0.095, 0.322, 0.994], [-0.589, 0.709, -0.109], [-0.323, -0.103, -1.206], [0.659, -0.875, -0.932], [1.664, -1.329, 1.009], [-0.048, 0.852, 1.945], [-1.518, 1.004, -0.003], [-0.868, 0.091, -2.197]],
  "nbo_charge": [-0.118, -0.104, -0.542, 0.168, -0.448, 0.218, 0.229, 0.393, 0.204],
  "e_homo_ev": -9.04,
  "charge": 0,
  "spin_multiplicity": 1,
  "e_above_lowest_ev": 0.641
}

{
  "formula": "C3H4N2",
  "method": "ωB97M-V/def2-TZVPD",
  "elements": ["C", "C", "N", "N", "C", "H", "H", "H", "H"],
  "xyz": [[-0.727, 0.045, 0.667], [-0.295, 1.232, 0.035], [0.693, 1.038, -0.831], [0.905, -0.412, -0.749], [0.052, -0.946, 0.138], [-1.493, -0.104, 1.407], [-0.689, 2.245, 0.174], [1.541, -1.094, -1.206], [0.013, -2.004, 0.366]],
  "nbo_charge": [-0.378, -0.034, -0.258, -0.393, -0.017, 0.228, 0.218, 0.420, 0.215],
  "e_homo_ev": -9.22,
  "charge": 0,
  "spin_multiplicity": 1,
  "e_above_lowest_ev": 0.976
}

{
  "formula": "C3H4N2",
  "method": "ωB97M-V/def2-TZVPD",
  "elements": ["C", "C", "N", "N", "C", "H", "H", "H", "H"],
  "xyz": [[-0.777, 0.688, -0.087], [0.585, 0.739, -0.334], [-1.842, 1.289, 0.079], [1.664, -1.514, 0.023], [0.873, -0.566, 0.032], [-2.733, 0.816, 0.020], [1.557, -2.299, 0.650], [-0.547, -0.690, 0.311], [1.219, 1.538, -0.694]],
  "nbo_charge": [0.371, -0.494, -0.662, -0.662, 0.371, 0.390, 0.390, 0.056, 0.241],
  "e_homo_ev": -8.82,
  "charge": 0,
  "spin_multiplicity": 1,
  "e_above_lowest_ev": 4.161
}

{
  "formula": "C3H4N2",
  "method": "ωB97M-V/def2-TZVPD",
  "elements": ["C", "C", "C", "H", "H", "H", "H", "N", "N"],
  "xyz": [[-0.590, 1.489, 0.616], [-0.066, 0.393, 0.736], [0.219, -1.027, 0.913], [-1.175, 2.328, 0.225], [1.243, -1.423, 1.349], [0.077, -1.582, -0.041], [-0.693, -1.228, 1.487], [0.525, 1.067, -2.694], [0.460, -0.016, -2.590]],
  "nbo_charge": [-0.279, -0.006, -0.707, 0.247, 0.247, 0.242, 0.254, 0.011, -0.008],
  "e_homo_ev": -9.86,
  "charge": 0,
  "spin_multiplicity": 1,
  "e_above_lowest_ev": 1.511
}

{
  "formula": "C3H4N2",
  "method": "ωB97M-V/def2-TZVPD",
  "elements": ["C", "C", "N", "N", "C", "H", "H", "H", "H"],
  "xyz": [[0.686, -1.118, 0.721], [0.776, 0.291, 0.850], [-0.046, 0.983, 0.042], [-0.832, 0.091, -0.649], [-0.345, -1.157, -0.194], [1.431, 0.869, 1.498], [-0.304, 1.961, 0.067], [-0.529, 0.060, -1.625], [-0.837, -1.981, -0.709]],
  "nbo_charge": [-0.415, 0.045, -0.375, -0.418, -0.049, 0.205, 0.415, 0.394, 0.200],
  "e_homo_ev": -7.74,
  "charge": 0,
  "spin_multiplicity": 1,
  "e_above_lowest_ev": 3.743
}

{
  "formula": "C3H4N2",
  "method": "ωB97M-V/def2-TZVPD",
  "elements": ["N", "C", "C", "C", "N", "H", "H", "H", "H"],
  "xyz": [[2.680, -0.417, -0.342], [1.633, 0.048, -0.153], [0.403, 0.795, 0.115], [-1.009, -0.139, -0.214], [-0.522, 0.203, 1.080], [-0.293, 0.928, -0.832], [-1.991, 0.295, -0.443], [-0.775, -1.073, -0.700], [-0.125, -0.639, 1.489]],
  "nbo_charge": [-0.309, 0.194, -0.219, -0.228, -0.567, 0.307, 0.228, 0.218, 0.375],
  "e_homo_ev": -9.05,
  "charge": 0,
  "spin_multiplicity": 1,
  "e_above_lowest_ev": 4.420
}

{
  "formula": "C3H4N2O",
  "method": "ωB97M-V/def2-TZVPD",
  "elements": ["O", "C", "N", "C", "C", "N", "H", "H", "H", "H"],
  "xyz": [[2.018, 0.067, -0.367], [0.546, -0.151, -0.228], [-0.104, -1.270, -0.272], [-1.363, -0.747, -0.002], [-1.286, 0.619, 0.185], [0.020, 1.012, 0.051], [2.546, -0.486, 0.236], [-2.233, -1.384, 0.033], [-2.055, 1.348, 0.389], [1.911, 0.995, -0.024]],
  "nbo_charge": [-0.624, 0.480, -0.516, -0.126, -0.123, -0.605, 0.539, 0.203, 0.204, 0.568],
  "e_homo_ev": -8.23,
  "charge": 0,
  "spin_multiplicity": 1,
  "e_above_lowest_ev": 3.208
}

{
  "formula": "C3H4N2O",
  "method": "ωB97M-V/def2-TZVPD",
  "elements": ["N", "C", "C", "C", "O", "N", "H", "H", "H", "H"],
  "xyz": [[-1.670, 0.182, -0.144], [-0.338, -0.269, -0.049], [0.564, 0.800, 0.064], [1.757, 0.103, 0.080], [1.523, -1.237, -0.023], [0.163, -1.470, -0.101], [-2.206, 0.314, 0.698], [-2.269, -0.333, -0.746], [-0.338, 1.568, 0.077], [2.816, 0.341, 0.145]],
  "nbo_charge": [-0.860, 0.269, -0.419, 0.136, -0.281, -0.143, 0.386, 0.386, 0.310, 0.217],
  "e_homo_ev": -9.92,
  "charge": 0,
  "spin_multiplicity": 1,
  "e_above_lowest_ev": 3.582
}

{
  "formula": "C3H4N2O",
  "method": "ωB97M-V/def2-TZVPD",
  "elements": ["O", "C", "C", "N", "N", "C", "H", "H", "H", "H"],
  "xyz": [[0.300, -1.950, -0.847], [-1.081, -0.322, 0.422], [-0.806, 1.018, 0.395], [0.504, 1.231, -0.091], [1.170, 0.212, -0.403], [0.250, -0.871, 0.020], [-0.613, -2.253, -0.906], [-1.401, 1.903, 0.597], [0.958, 2.138, -0.199], [0.717, -1.107, 1.012]],
  "nbo_charge": [-0.684, -0.203, -0.259, -0.181, -0.089, 0.061, 0.494, 0.215, 0.412, 0.235],
  "e_homo_ev": [-8.65, -8.65],
  "charge": 0,
  "spin_multiplicity": 1,
  "e_above_lowest_ev": 4.807
}

{
  "formula": "C3H4N2O",
  "method": "ωB97M-V/def2-TZVPD",
  "elements": ["N", "C", "C", "N", "C", "O", "H", "H", "H", "H"],
  "xyz": [[-0.029, 1.775, -0.151], [-0.559, 0.539, -0.255], [-1.219, -0.483, -0.597], [-0.462, -0.911, 0.593], [0.874, -1.278, 0.397], [1.688, -0.613, -0.214], [0.989, 1.766, -0.069], [-0.480, 2.389, 0.517], [-1.974, -0.995, -1.176], [1.170, -2.187, 0.955]],
  "nbo_charge": [-0.814, 0.358, -0.077, -0.555, 0.521, -0.605, 0.418, 0.397, 0.232, 0.126],
  "e_homo_ev": -8.96,
  "charge": 0,
  "spin_multiplicity": 1,
  "e_above_lowest_ev": 4.067
}

{
  "formula": "C3H4N2O",
  "method": "ωB97M-V/def2-TZVPD",
  "elements": ["C", "C", "C", "O", "N", "N", "H", "H", "H", "H"],
  "xyz": [[-0.861, -1.218, 2.191], [-0.628, -0.842, 1.061], [-0.440, -0.516, -0.130], [-0.681, -1.189, -1.031], [-0.254, 0.914, -0.355], [0.833, 0.930, -1.662], [-0.926, -1.971, 3.048], [0.310, 1.267, 0.511], [1.937, 0.826, -1.467], [0.711, 1.801, -2.165]],
  "nbo_charge": [-0.100, -0.146, 0.526, -0.450, -0.455, -0.704, 0.264, 0.350, 0.357, 0.358],
  "e_homo_ev": -10.00,
  "charge": 0,
  "spin_multiplicity": 1,
  "e_above_lowest_ev": 6.298
}

{
  "formula": "C3H4N2O",
  "method": "ωB97M-V/def2-TZVPD",
  "elements": ["O", "C", "N", "C", "N", "C", "H", "H", "H", "H"],
  "xyz": [[0.210, -1.090, 1.332], [-0.875, -0.638, 1.063], [-1.112, 0.214, -0.010], [0.020, 0.616, -0.646], [0.584, 1.331, -1.508], [1.352, 0.169, -0.660], [-1.763, -0.846, 1.670], [-2.031, 0.569, -0.232], [1.548, -0.811, -1.104], [2.068, 0.485, 0.094]],
  "nbo_charge": [-0.544, 0.540, -0.634, 0.331, -0.346, -0.282, 0.127, 0.421, 0.190, 0.197],
  "e_homo_ev": -9.60,
  "charge": 0,
  "spin_multiplicity": 1,
  "e_above_lowest_ev": 2.634
}